# 1
C4H7BrN | ωB97M-V/def2-TZVPD

Calculated total energy ... -2784.93194 hartree
Net charge ... +1

Geometry as XYZ:
```
13
Properties=species:S:1:pos:R:3:nbo_charge:R:1
C -1.97 -0.69 -0.53 0.1566
C 0.31 -0.28 0.19 -0.4958
C 0.70 1.06 0.37 0.1973
C 2.01 1.36 0.22 -0.5492
N -1.00 -0.67 0.30 -0.3723
Br 3.44 -0.24 -0.17 -0.1787
H -1.73 -0.54 -1.60 0.2396
H -2.99 -1.07 -0.19 0.2656
H 0.68 -0.55 -0.82 0.3120
H 1.03 -0.96 0.65 0.3246
H 2.33 1.93 1.12 0.3208
H 2.19 1.88 -0.77 0.3444
H -1.10 -0.60 1.25 0.4350
```

---

# 2
C4H7BrN | ωB97M-V/def2-TZVPD

Calculated total energy ... -2785.02443 hartree
Net charge ... +1
SMILES ... C=C=[N+](C)CBr

Geometry as XYZ:
```
13
Properties=species:S:1:pos:R:3:nbo_charge:R:1
C 1.01 -2.06 0.33 -0.4258
C -1.39 0.12 -0.95 -0.2921
C 0.29 -1.04 0.11 0.5049
C 0.01 1.39 0.49 -0.4461
N -0.35 0.04 -0.01 -0.3361
Br -3.12 0.42 -0.05 0.0796
H 0.68 -2.64 1.15 0.2949
H 1.78 -2.57 -0.31 0.3192
H -1.25 1.01 -1.56 0.2549
H -1.51 -0.84 -1.63 0.2786
H -1.09 1.80 0.54 0.2546
H 0.77 1.88 -0.19 0.2539
H 0.42 1.53 1.46 0.2595
```

---

# 3
C4H7BrN3O2 | ωB97M-V/def2-TZVPD

Calculated total energy ... -3045.04994 hartree
Net charge ... +1
SMILES ... [NH3+][C@]1(O)C=CNC(=O)N1Br

Geometry as XYZ:
```
17
Properties=species:S:1:pos:R:3:nbo_charge:R:1
C -0.93 0.06 -0.61 -0.3251
C -1.79 0.85 0.00 0.0240
C -0.83 0.36 2.18 0.7624
C 0.47 -0.77 0.37 0.5732
N -1.70 0.98 1.37 -0.5948
N 0.13 -0.52 1.71 -0.5727
N 1.79 -0.12 -0.12 -0.7396
O -0.87 0.60 3.35 -0.5597
O 0.51 -2.07 0.02 -0.7088
Br 1.42 -1.11 2.93 0.2983
H -0.93 -0.09 -1.66 0.2310
H -2.51 1.31 -0.50 0.2328
H -2.32 1.69 1.74 0.4450
H 2.22 0.48 0.55 0.4480
H 1.64 0.48 -0.95 0.4689
H 2.45 -0.99 -0.17 0.4825
H -0.38 -2.45 -0.13 0.5346
```

---

Here are the calculated frontier orbital gap numbers, same order: 7.283, 9.801, 9.560 (eV).
Here are the calculated LUMO level numbers, same order: -6.0, -4.8, -3.7 (eV).